Arrangement w

{
  "formula": "C2H10O4",
  "method": "ωB97M-V/def2-TZVPD",
  "smiles": "CC=O.O.O.O",
  "spin_multiplicity": 1,
  "lumo_ev": 0.566,
  "homo_energy_ev": -10.40,
  "elements": ["C", "C", "O", "H", "H", "H", "H", "O", "H", "H", "O", "H", "H", "O", "H", "H"],
  "coordinates": [[0.216, -1.383, -0.916], [-0.428, -2.130, 0.215], [-0.138, -1.813, 1.392], [0.960, -2.249, -1.267], [-0.332, -1.211, -1.710], [0.744, -0.455, -0.606], [-1.091, -2.956, -0.106], [-1.120, 0.881, 1.449], [-0.581, 0.067, 1.429], [-1.681, 0.814, 2.220], [-0.606, 1.857, -1.481], [-1.450, 2.370, -1.786], [-1.098, 1.235, -0.820], [2.131, 1.526, -0.474], [1.273, 1.974, -0.612], [2.397, 1.877, 0.372]]
}

=====

Arrangement x

{
  "formula": "C2H10O4",
  "method": "ωB97M-V/def2-TZVPD",
  "smiles": "C=CO.O.O.O",
  "spin_multiplicity": 1,
  "lumo_ev": 0.569,
  "homo_energy_ev": -8.77,
  "elements": ["C", "C", "O", "H", "H", "H", "H", "O", "H", "H", "O", "H", "H", "O", "H", "H"],
  "coordinates": [[0.437, -0.550, 1.790], [0.071, -1.485, 0.841], [-1.115, -1.554, 0.189], [1.442, -0.337, 2.087], [-0.336, -0.269, 2.521], [0.906, -2.137, 0.447], [-0.905, -1.305, -0.767], [-0.283, -0.502, -2.299], [0.139, 0.349, -2.180], [0.025, -0.993, -3.036], [-1.059, 2.003, 0.197], [-0.874, 1.683, 1.080], [-2.055, 1.926, 0.057], [1.874, 1.327, -0.176], [1.032, 1.849, 0.005], [2.245, 1.262, 0.703]]
}

=====

In terms of stability, arrangement w leads; the second structure lies 0.0227 hartree higher.

=====

Arrangement w

{
  "formula": "C6H16O2",
  "method": "ωB97M-V/def2-TZVPD",
  "smiles": "C=C(C)CCC.O.O",
  "spin_multiplicity": 1,
  "lumo_ev": 0.795,
  "homo_energy_ev": -9.30,
  "elements": ["C", "C", "C", "C", "C", "C", "H", "H", "H", "H", "H", "H", "H", "H", "H", "H", "H", "H", "O", "H", "H", "O", "H", "H"],
  "coordinates": [[-0.477, 0.813, 1.411], [-0.232, -0.324, 0.758], [-0.221, -1.649, 1.499], [-0.012, -0.232, -0.733], [-1.075, -1.118, -1.512], [-2.380, -0.385, -1.561], [-0.639, 0.900, 2.449], [-0.552, 1.836, 1.068], [0.022, -2.472, 0.815], [0.510, -1.579, 2.391], [-1.169, -1.845, 1.956], [0.840, -0.571, -1.077], [-0.073, 0.860, -1.103], [-1.093, -2.180, -1.076], [-0.680, -1.369, -2.509], [-3.033, -0.919, -2.249], [-2.214, 0.643, -1.874], [-2.912, -0.402, -0.643], [1.797, 2.103, -0.924], [1.073, 2.351, -0.496], [1.841, 1.233, -0.752], [3.546, 1.046, 1.523], [3.661, 1.426, 0.623], [3.470, 1.835, 2.016]]
}

=====

Arrangement x

{
  "formula": "C6H16O2",
  "method": "ωB97M-V/def2-TZVPD",
  "smiles": "C/C=C/CCC.O.O",
  "spin_multiplicity": 1,
  "lumo_ev": 0.732,
  "homo_energy_ev": -9.48,
  "elements": ["C", "C", "C", "C", "C", "C", "H", "H", "H", "H", "H", "H", "H", "H", "H", "H", "H", "H", "O", "H", "H", "O", "H", "H"],
  "coordinates": [[-2.362, 1.417, 1.204], [-1.686, 0.982, -0.071], [-1.269, -0.253, -0.323], [-0.500, -0.727, -1.524], [0.931, -1.060, -1.064], [1.106, -2.433, -0.410], [-1.638, 1.674, 1.976], [-3.035, 0.649, 1.572], [-2.957, 2.305, 0.998], [-1.566, 1.741, -0.839], [-1.389, -0.966, 0.489], [-0.990, -1.597, -1.956], [-0.474, 0.046, -2.293], [1.698, -0.965, -1.836], [1.179, -0.279, -0.355], [0.365, -2.507, 0.390], [2.093, -2.498, 0.037], [0.940, -3.238, -1.124], [1.431, 2.026, -0.260], [0.859, 2.498, 0.362], [0.759, 1.548, -0.779], [2.071, 0.171, 2.020], [2.408, 0.841, 2.625], [2.025, 0.625, 1.163]]
}

=====

In terms of stability, arrangement x leads; the second structure lies 0.0523 hartree higher.

=====

Arrangement w

{
  "formula": "CH4ClNS",
  "method": "ωB97M-V/def2-TZVPD",
  "smiles": "CNSCl",
  "spin_multiplicity": 1,
  "lumo_ev": -0.659,
  "homo_energy_ev": -9.35,
  "elements": ["C", "N", "S", "Cl", "H", "H", "H", "H"],
  "coordinates": [[0.824, -0.475, -0.106], [-0.082, 0.658, -0.412], [-0.898, 1.331, 0.718], [-2.791, -0.095, 1.148], [0.654, -0.790, 0.876], [0.724, -1.414, -0.756], [1.918, -0.162, -0.060], [-0.348, 0.948, -1.407]]
}

=====

Arrangement x

{
  "formula": "CH4ClNS",
  "method": "ωB97M-V/def2-TZVPD",
  "smiles": "C=NS.Cl",
  "spin_multiplicity": 1,
  "lumo_ev": 0.786,
  "homo_energy_ev": -9.41,
  "elements": ["C", "N", "S", "H", "H", "H", "Cl", "H"],
  "coordinates": [[-0.420, -0.365, -0.706], [-0.578, 0.109, 0.463], [-1.095, 1.740, 0.559], [-0.093, -1.396, -0.781], [-0.591, 0.186, -1.630], [-1.114, 1.779, 1.895], [2.314, -1.480, -0.163], [1.577, -0.573, 0.363]]
}

=====

In terms of stability, arrangement w leads; the second structure lies 0.0054 hartree higher.

=====

Arrangement w

{
  "formula": "C5H27NO10",
  "method": "ωB97M-V/def2-TZVPD",
  "smiles": "CCNC(=O)CCO.O.O.O.O.O.O.O.O",
  "spin_multiplicity": 1,
  "lumo_ev": 0.211,
  "homo_energy_ev": -9.91,
  "elements": ["C", "C", "N", "C", "O", "C", "C", "O", "H", "H", "H", "H", "H", "H", "H", "H", "H", "H", "H", "O", "H", "H", "O", "H", "H", "O", "H", "H", "O", "H", "H", "O", "H", "H", "O", "H", "H", "O", "H", "H", "O", "H", "H"],
  "coordinates": [[1.381, -1.517, -3.455], [1.923, -0.206, -3.016], [2.367, -0.280, -1.600], [2.180, 0.818, -0.780], [1.599, 1.818, -1.120], [2.854, 0.626, 0.589], [1.765, -0.254, 1.249], [0.529, 0.350, 1.067], [0.330, -1.580, -3.701], [1.882, -1.996, -4.312], [1.545, -2.315, -2.786], [1.220, 0.640, -3.022], [2.722, -0.039, -3.779], [2.865, -1.094, -1.285], [3.083, 1.560, 1.074], [3.804, 0.016, 0.631], [1.690, -1.348, 0.976], [1.879, -0.097, 2.327], [-0.061, -0.101, 0.419], [-0.625, 4.538, 0.014], [-0.910, 4.806, -0.860], [-0.125, 3.772, -0.288], [-2.307, -1.486, 0.906], [-2.727, -1.608, 1.792], [-2.077, -0.568, 0.945], [-0.728, -4.080, -0.252], [-0.876, -3.138, -0.066], [-1.454, -4.403, -0.748], [2.753, -3.257, -0.154], [2.751, -2.330, -0.393], [1.960, -3.868, -0.341], [-4.329, 0.310, -0.899], [-4.522, -0.304, -0.183], [-3.933, 1.079, -0.520], [-3.553, 0.565, 2.043], [-3.372, 0.811, 2.929], [-3.107, 1.313, 1.584], [-1.253, 1.199, 3.877], [-0.666, 1.847, 4.245], [-0.572, 0.641, 3.511], [-2.305, 2.828, 1.183], [-1.450, 2.789, 1.612], [-2.133, 3.545, 0.586]]
}

=====

Arrangement x

{
  "formula": "C5H27NO10",
  "method": "ωB97M-V/def2-TZVPD",
  "smiles": "CCCC(=O)NCO.O.O.O.O.O.O.O.O",
  "spin_multiplicity": 1,
  "lumo_ev": 0.128,
  "homo_energy_ev": -10.09,
  "elements": ["C", "C", "C", "C", "O", "N", "C", "O", "H", "H", "H", "H", "H", "H", "H", "H", "H", "H", "H", "O", "H", "H", "O", "H", "H", "O", "H", "H", "O", "H", "H", "O", "H", "H", "O", "H", "H", "O", "H", "H", "O", "H", "H"],
  "coordinates": [[0.466, -2.649, -3.784], [-0.451, -2.737, -2.545], [0.225, -2.273, -1.236], [-0.492, -1.144, -0.570], [-1.672, -1.053, -0.298], [0.286, -0.079, -0.228], [1.604, 0.391, -0.653], [2.053, 1.265, 0.386], [0.861, -3.626, -4.057], [1.285, -1.980, -3.504], [0.039, -2.172, -4.663], [-1.375, -2.197, -2.750], [-0.799, -3.760, -2.380], [1.220, -1.906, -1.480], [0.395, -3.085, -0.526], [-0.182, 0.625, 0.353], [2.375, -0.361, -0.508], [1.446, 0.948, -1.574], [1.534, 2.062, 0.431], [4.473, 0.811, 1.741], [5.042, 0.562, 0.993], [3.772, 1.409, 1.446], [0.748, -0.032, 3.061], [1.086, -0.362, 3.887], [1.529, -0.025, 2.512], [0.362, 3.910, 1.625], [-0.221, 3.556, 0.943], [-0.387, 3.983, 2.274], [-1.895, -0.359, 2.698], [-2.321, -0.732, 1.928], [-0.906, -0.335, 2.744], [-0.503, 0.255, -4.145], [0.436, 0.276, -4.359], [-0.837, 0.983, -4.717], [-1.834, -3.036, 1.937], [-1.802, -2.411, 2.715], [-1.752, -2.557, 1.112], [-2.273, 2.293, 1.718], [-2.225, 1.295, 1.813], [-2.664, 2.700, 2.500], [-1.048, 2.798, -1.084], [-1.727, 2.770, -0.388], [-1.375, 2.175, -1.735]]
}

=====

In terms of stability, arrangement x leads; the second structure lies 0.0424 hartree higher.